[1]
# C27H33AsBrN8O8S2Ti

A molecular structure, C27H33AsBrN8O8S2Ti (ωB97M-V/def2-TZVPD, OMol25).

Its HOMO energy (alpha / beta) is -0.28899 / -0.30972 hartree. The calculation puts the electronic energy at -8544.45861 Eh. The energy above the lowest of the compared OMol25 structures with the same formula, charge and spin comes out at 0.923 eV. The expectation value of S² is 0.75.

Structure (ORCA input):
```
! RIJCOSX wB97M-V def2-TZVPD def2/J DEFGRID3
* xyz 0 2
Ti 0.421 0.481 -0.566
C 3.065 1.547 -3.410
C 2.720 0.075 -3.082
N 2.431 -0.176 -1.653
C 3.688 0.034 -0.883
C 3.472 0.777 0.429
N 2.347 1.707 0.305
C 2.703 3.069 -0.134
C 3.335 3.149 -1.515
N 2.506 2.584 -2.570
H 2.776 1.706 -4.455
H 4.148 1.681 -3.394
H 3.567 -0.545 -3.403
H 1.870 -0.251 -3.671
H 2.239 -1.180 -1.564
H 4.377 0.595 -1.509
H 4.161 -0.932 -0.689
H 4.396 1.289 0.724
H 3.232 0.073 1.222
H 1.950 1.819 1.231
H 3.394 3.524 0.585
H 1.789 3.659 -0.123
H 4.318 2.668 -1.513
H 3.525 4.211 -1.705
H 1.572 2.412 -2.233
N -3.918 -3.121 4.914
C -2.850 -2.572 4.232
C -1.540 -2.975 4.522
C -0.470 -2.402 3.872
C -0.692 -1.416 2.917
C -1.982 -0.989 2.635
C -3.054 -1.564 3.286
S 0.672 -0.648 2.133
O 0.208 0.700 1.691
O 1.781 -0.661 3.044
N 1.050 -1.245 0.684
C 1.621 -2.493 0.649
N 2.290 -2.822 -0.468
C 2.798 -4.045 -0.531
C 2.674 -4.962 0.495
C 1.976 -4.522 1.609
N 1.448 -3.312 1.694
H -3.765 -4.017 5.344
H -4.821 -3.032 4.477
H -1.370 -3.739 5.271
H 0.544 -2.706 4.096
H -2.141 -0.208 1.912
H -4.059 -1.222 3.066
H 3.332 -4.292 -1.443
H 3.095 -5.953 0.435
H 1.831 -5.167 2.470
O -0.348 3.560 1.680
As -1.205 3.349 0.152
O -1.400 4.772 -0.576
O -0.167 2.257 -0.657
C -2.839 2.528 0.812
C -3.401 3.268 1.850
C -4.586 2.867 2.450
C -5.225 1.717 2.015
C -4.676 0.971 0.984
C -3.491 1.375 0.387
S -2.840 0.379 -0.933
O -3.720 -0.740 -1.121
O -1.529 -0.081 -0.361
O -2.666 1.278 -2.047
H -0.197 2.688 2.078
H -2.905 4.167 2.192
H -5.007 3.459 3.252
H -6.153 1.402 2.475
H -5.155 0.072 0.620
Br -0.654 -2.808 -1.962
C -0.797 -1.317 -3.101
C -1.474 -1.478 -4.298
C -1.568 -0.391 -5.145
C -0.999 0.811 -4.757
C -0.369 0.877 -3.535
N -0.234 -0.181 -2.712
H -1.916 -2.432 -4.538
H -2.092 -0.482 -6.088
H -1.070 1.700 -5.365
H 0.022 1.821 -3.185
*
```

Mulliken analysis output, partial charges in e:
1 Ti -0.04
2 C -1.24
3 C -0.71
4 N 0.63
5 C -1.08
6 C -1.10
7 N 0.31
8 C -0.69
9 C -1.05
10 N 0.04
11 H 0.42
12 H 0.44
13 H 0.47
14 H 0.47
15 H 0.26
16 H 0.69
17 H 0.54
18 H 0.52
19 H 0.26
20 H 0.29
21 H 0.48
22 H 0.20
23 H 0.34
24 H 0.54
25 H 0.01
26 N -0.54
27 C 0.99
28 C -1.00
29 C -0.35
30 C -0.84
31 C 0.28
32 C -0.59
33 S 1.85
34 O -0.69
35 O -0.89
36 N 0.65
37 C -0.37
38 N -0.20
39 C -0.38
40 C -1.00
41 C -0.13
42 N -0.42
43 H 0.22
44 H 0.23
45 H 0.29
46 H 0.52
47 H 0.01
48 H 0.24
49 H 0.49
50 H 0.41
51 H 0.44
52 O -0.70
53 As 1.35
54 O -0.84
55 O -0.01
56 C 0.16
57 C -0.84
58 C -0.77
59 C -0.58
60 C -0.25
61 C -0.41
62 S 2.07
63 O -0.84
64 O -0.86
65 O -0.70
66 H 0.45
67 H 0.46
68 H 0.40
69 H 0.43
70 H 0.56
71 Br -0.01
72 C -0.03
73 C -0.93
74 C -0.48
75 C -1.17
76 C -0.27
77 N 1.82
78 H 0.45
79 H 0.42
80 H 0.48
81 H 0.43


[2]
# C27H33BN14O2PdS2

A molecular structure, C27H33BN14O2PdS2 (ωB97M-V/def2-TZVPD, OMol25).

Its HOMO energy (alpha / beta) is -0.44829 / -0.44829 hartree. The calculation puts the electronic energy at -2914.22035 Eh. The energy above the lowest of the compared OMol25 structures with the same formula, charge and spin comes out at 1.108 eV. The expectation value of S² is 6.03.

Structure (ORCA input):
```
! RIJCOSX wB97M-V def2-TZVPD def2/J DEFGRID3
* xyz 2 5
Pd -0.953 -0.916 1.758
C 2.609 0.005 6.172
N 2.148 -0.849 5.078
C 3.004 -1.960 4.687
C 1.046 -0.572 4.354
N 0.743 -1.132 3.231
N 0.195 0.376 4.910
C -0.708 1.164 4.238
N -1.310 2.100 5.007
N -0.908 1.037 2.969
H 3.683 -0.115 6.277
H 2.144 -0.261 7.125
H 2.430 1.058 5.957
H 3.614 -2.254 5.536
H 3.667 -1.683 3.862
H 2.404 -2.823 4.399
H 1.407 -1.821 2.912
H 0.305 0.539 5.896
H -1.183 2.132 6.004
H -2.068 2.640 4.630
H -1.594 1.694 2.623
C 3.045 -2.616 -2.130
N 2.357 -1.830 -1.122
C 1.194 -2.087 -0.523
N 0.906 -1.104 0.315
C 1.956 -0.250 0.180
N 2.851 -0.661 -0.682
C 2.950 -2.042 -3.530
C 3.420 -2.804 -4.597
C 3.404 -2.291 -5.884
C 2.921 -1.016 -6.131
C 2.432 -0.262 -5.072
C 2.450 -0.777 -3.775
C 1.916 1.081 -5.269
N 2.132 1.912 -6.240
N 1.478 3.063 -5.940
C 0.889 2.884 -4.799
O 1.123 1.639 -4.320
C 0.074 3.817 -4.040
C 0.165 5.181 -4.293
C -0.604 6.062 -3.553
C -1.469 5.589 -2.580
C -1.579 4.223 -2.338
C -2.613 3.763 -1.332
N -2.457 2.392 -0.873
C -1.575 1.873 -0.014
N -1.849 0.589 0.170
C -2.929 0.374 -0.631
N -3.318 1.444 -1.273
C -0.801 3.338 -3.063
H 2.622 -3.619 -2.111
H 4.094 -2.684 -1.839
H 0.607 -2.973 -0.695
H 2.053 0.671 0.731
H 3.809 -3.800 -4.419
H 3.773 -2.893 -6.703
H 2.918 -0.599 -7.129
H 2.094 -0.151 -2.970
H 0.845 5.532 -5.058
H -0.529 7.126 -3.733
H -2.079 6.285 -2.015
H -3.601 3.803 -1.787
H -2.609 4.428 -0.469
H -0.767 2.427 0.437
H -3.430 -0.573 -0.726
H -0.875 2.268 -2.902
B -2.898 -4.111 -1.394
C -2.279 -3.141 -0.382
N -1.817 -2.374 0.349
H -2.540 -5.302 -1.334
H -2.593 -3.755 -2.501
H -4.043 -4.345 -1.031
C -4.953 -2.973 4.726
O -3.652 -3.425 4.297
C -2.873 -2.658 3.596
S -1.365 -3.284 3.163
S -3.242 -1.091 3.096
H -5.528 -3.870 4.925
H -5.433 -2.376 3.953
H -4.851 -2.384 5.636
*
```

Mulliken analysis output, partial charges in e:
1 Pd 0.60
2 C -1.18
3 N 0.13
4 C -1.25
5 C 0.06
6 N 0.17
7 N -0.14
8 C 0.41
9 N -0.40
10 N -0.26
11 H 0.44
12 H 0.31
13 H 0.43
14 H 0.45
15 H 0.36
16 H 0.43
17 H -0.08
18 H 0.29
19 H 0.17
20 H 0.21
21 H 0.16
22 C -1.19
23 N 0.67
24 C -0.54
25 N 0.87
26 C -0.98
27 N -0.80
28 C 1.08
29 C -0.91
30 C -0.55
31 C -0.93
32 C -0.13
33 C -0.23
34 C 0.50
35 N -0.47
36 N -0.46
37 C 0.51
38 O -0.26
39 C 0.02
40 C -0.89
41 C -0.64
42 C -0.88
43 C 0.96
44 C -1.28
45 N 0.87
46 C -0.77
47 N 0.77
48 C -0.74
49 N -0.93
50 C -0.05
51 H 0.40
52 H 0.33
53 H 0.43
54 H 0.63
55 H 0.46
56 H 0.42
57 H 0.53
58 H 0.75
59 H 0.52
60 H 0.42
61 H 0.46
62 H 0.31
63 H 0.49
64 H 0.51
65 H 0.45
66 H 0.60
67 B -0.12
68 C 0.22
69 N -0.46
70 H 0.21
71 H 0.07
72 H 0.15
73 C -0.71
74 O -0.28
75 C 0.60
76 S -0.09
77 S -0.20
78 H 0.26
79 H 0.38
80 H 0.32